(1)
Formula: C37H60F3O22SV
Source: the OMol25 dataset
Level of theory: ωB97M-V/def2-TZVPD

Structure (XYZ):
```
124
Properties=species:S:1:pos:R:3:lowdin_spin:R:1
O -1.1332 4.9388 -1.1990 -0.221
V -0.9875 4.3602 0.2227 1.189
C -1.1753 -0.2688 0.0397 0.000
F -0.5786 -1.4589 0.1807 0.000
F -2.1353 -0.2138 -0.8711 0.000
F -1.7294 0.0595 1.2494 0.000
S 0.1327 1.0621 -0.4496 0.002
O 1.2992 0.8914 0.4400 0.002
O 0.4173 0.8007 -1.8537 0.000
O -0.5210 2.3393 -0.2031 0.012
O 4.6541 -0.0518 4.4213 0.000
C 3.5829 -0.2521 5.0206 0.000
O 2.6005 -1.1639 4.7778 0.000
C 2.7261 -2.0304 3.6452 0.000
C 2.7706 -1.1834 2.3356 0.000
C 3.1763 0.6041 6.1925 0.000
H 1.8931 -2.7198 3.5077 0.000
H 3.5621 -2.7086 3.8163 0.000
H 3.6720 -0.5833 2.2106 0.000
H 1.9388 -0.4790 2.3317 0.000
H 2.6485 -1.7689 1.4244 0.000
H 3.2830 1.6739 6.0131 0.000
H 3.8439 0.4177 7.0337 0.000
H 2.1232 0.4526 6.4293 0.000
O -3.8715 -0.7348 -4.3829 0.000
C -3.7241 0.1610 -5.2205 0.000
O -2.8586 1.1770 -5.0353 0.000
C -2.1074 1.2775 -3.8086 0.000
C -1.4096 2.6434 -3.7262 0.000
C -4.4040 0.1560 -6.5643 0.000
H -1.3598 0.4890 -3.8947 0.000
H -2.6323 1.1052 -2.8690 0.000
H -0.8940 2.8897 -4.6545 0.000
H -0.7212 2.6676 -2.8815 0.000
H -2.1152 3.4656 -3.6072 0.000
H -3.6232 0.2943 -7.3122 0.000
H -5.0995 0.9929 -6.5022 0.000
H -5.0052 -0.6994 -6.8725 0.000
O -0.1504 -2.5952 4.5825 0.000
C -0.6477 -3.7165 4.4013 0.000
O -1.8901 -4.0728 4.4559 0.000
C -2.8770 -3.0368 4.6686 0.000
C -3.0285 -2.0695 3.4918 0.000
C 0.1841 -4.8070 3.7658 0.000
H -2.6399 -2.4753 5.5723 0.000
H -3.8325 -3.5298 4.8476 0.000
H -2.2886 -1.2692 3.5039 0.000
H -3.9920 -1.5761 3.6195 0.000
H -2.9469 -2.5451 2.5144 0.000
H 0.2957 -4.4095 2.7570 0.000
H -0.4183 -5.7049 3.6277 0.000
H 1.1808 -5.0011 4.1620 0.000
O -0.0496 -7.5839 -0.8284 0.782
C -0.1863 -6.3512 -0.8152 0.074
O 0.0347 -5.6877 0.3109 0.046
C 0.0946 -4.2770 0.0107 0.005
C -0.9029 -4.1395 -1.1269 0.022
C -0.7331 -5.4594 -1.8935 0.063
H 1.1434 -4.0414 -0.1699 0.000
H -0.2970 -3.7158 0.8591 0.003
H -0.7129 -3.2504 -1.7282 0.006
H -1.9237 -3.9727 -0.7828 0.000
H 0.0247 -5.2526 -2.6492 0.000
H -1.6357 -5.9389 -2.2722 -0.001
O -3.0419 3.3239 -0.3448 0.002
C -3.9812 2.6110 -0.6266 0.001
O -4.5312 2.7062 -1.7966 0.002
C -5.5470 1.7822 -1.9622 0.000
C -5.3665 0.7811 -0.8378 0.000
C -4.5939 1.4865 0.2333 0.000
H -5.5387 1.3776 -2.9743 0.000
H -6.4672 2.3464 -1.8102 0.000
H -4.8072 -0.0807 -1.2018 0.000
H -6.3038 0.3294 -0.5129 0.000
H -3.7933 1.0042 0.7942 0.000
H -5.3002 1.8240 0.9917 0.000
O -1.8967 3.3478 2.1745 0.003
C -1.7224 2.4791 2.9811 0.000
O -0.4891 2.0250 3.3817 0.000
C -0.4640 1.1533 4.4540 0.000
C -1.8367 1.3331 5.1081 0.000
C -2.7103 1.9535 4.0492 0.000
H 0.2928 1.5712 5.1178 0.000
H -0.3229 0.0917 4.2510 0.000
H -1.8716 1.7429 6.1175 0.000
H -2.2276 0.3315 5.2873 0.000
H -3.3401 2.7519 4.4418 0.000
H -3.4196 1.2707 3.5815 0.000
O 2.5868 -0.5224 -7.5087 0.000
C 2.5649 0.4438 -6.8055 0.000
O 1.6010 0.5396 -5.8342 0.000
C 1.7745 1.8183 -5.1107 0.000
C 3.1800 2.2938 -5.4500 0.000
C 3.3968 1.7155 -6.8784 0.000
H 1.7034 1.6259 -4.0402 0.000
H 0.9342 2.4852 -5.3037 0.000
H 3.9377 1.9977 -4.7246 0.000
H 3.1491 3.3676 -5.6342 0.000
H 4.4508 1.4896 -7.0401 0.000
H 2.9870 2.3413 -7.6712 0.000
O 5.5825 -0.6559 -4.7053 0.000
C 4.7134 -0.9279 -3.8825 0.000
O 4.5678 -0.2202 -2.7405 0.000
C 3.3978 -0.6290 -1.9460 0.000
C 2.6069 -1.5789 -2.8396 0.000
C 3.6349 -2.0413 -3.8652 0.000
H 2.8211 0.2831 -1.7921 0.000
H 3.6787 -1.0012 -0.9607 0.000
H 1.7735 -1.0632 -3.3166 0.000
H 2.0936 -2.3514 -2.2671 0.000
H 3.0911 -2.1496 -4.8037 0.000
H 4.0004 -3.0122 -3.5308 0.000
O 0.6808 3.9872 1.7245 0.006
C 1.7593 3.9587 2.3049 0.001
O 2.4582 5.0614 2.6371 0.001
C 3.8166 4.7040 2.9824 0.000
C 3.9610 3.1962 2.7958 0.000
C 2.5187 2.7812 2.8733 0.000
H 3.9139 4.9291 4.0444 0.000
H 4.4573 5.3425 2.3743 0.000
H 4.5048 2.8039 3.6551 0.000
H 4.3713 2.8900 1.8335 0.000
H 2.2474 2.5844 3.9105 0.000
H 2.3199 1.8463 2.3493 0.000
```

Calculated values
Total charge: +2
E_HOMO (alpha / beta), eV: -12.9 / -12.9
Energy relative to the best compared isomer or geometry (same formula, charge and spin), kJ/mol: 0.0
Gap between HOMO and LUMO (alpha / beta), Ha: 0.1930 / 0.0666
Multiplicity: 3

(2)
Formula: C37H61FeNO2Si
Source: the OMol25 dataset
Level of theory: ωB97M-V/def2-TZVPD

Structure (XYZ):
```
103
Properties=species:S:1:pos:R:3:lowdin_spin:R:1
Fe -0.2000 -0.0031 -0.2697 3.297
C 0.5128 4.4261 5.7365 0.001
C -0.2390 3.0947 5.5994 -0.001
C -1.7382 3.3796 5.6944 0.000
C 0.1491 2.1674 6.7595 0.001
C 0.1352 2.4325 4.2754 0.011
C -0.7851 2.1654 3.2909 0.057
C -0.3946 1.5243 2.1004 0.024
N -1.1723 1.1826 1.0437 0.324
C -2.4334 1.4850 0.6259 0.022
C -3.4373 2.1764 1.3201 0.059
C -4.6584 2.4324 0.7360 0.010
C -4.8595 1.9966 -0.5807 0.084
C -3.9140 1.3010 -1.3241 -0.001
C -2.6825 1.0118 -0.7069 0.091
O -1.7383 0.2978 -1.3197 0.107
C -4.1941 0.8754 -2.7684 -0.003
C -3.1522 1.5059 -3.7043 -0.001
C -4.1400 -0.6531 -2.8862 -0.001
C -5.5765 1.3278 -3.2472 0.000
C -5.7346 3.1709 1.5343 -0.001
C -6.0910 2.3503 2.7821 -0.001
C -5.2047 4.5448 1.9673 -0.001
C -7.0135 3.3869 0.7239 0.001
C 0.9762 1.1268 1.9079 0.097
O 1.2796 0.4311 0.8180 0.099
C 1.9410 1.4889 2.8694 -0.001
C 1.4754 2.0966 4.0264 0.098
C 3.4554 1.2441 2.7478 -0.003
C 3.8443 0.0714 3.6587 -0.001
C 3.9434 0.9504 1.3233 0.000
C 4.2170 2.5019 3.2032 -0.001
H 0.2578 4.9079 6.6831 0.000
H 0.2474 5.1036 4.9230 0.000
H 1.5939 4.2827 5.7145 0.000
H -1.9596 3.8431 6.6572 0.000
H -2.3272 2.4626 5.6234 0.000
H -2.0678 4.0670 4.9122 0.000
H -0.1072 2.6304 7.7150 0.000
H 1.2193 1.9569 6.7664 0.000
H -0.3803 1.2155 6.6851 0.000
H -1.8163 2.4258 3.4393 0.004
H -3.2595 2.5081 2.3286 0.004
H -5.8059 2.2158 -1.0469 0.005
H -2.1437 1.1939 -3.4420 0.000
H -3.2039 2.5958 -3.6529 0.000
H -3.3523 1.2057 -4.7357 0.000
H -3.1522 -1.0282 -2.6345 0.000
H -4.3754 -0.9546 -3.9099 0.000
H -4.8697 -1.1173 -2.2182 0.000
H -5.6860 2.4136 -3.2122 0.000
H -6.3804 0.8770 -2.6614 0.000
H -5.7093 1.0150 -4.2843 0.000
H -5.2218 2.2025 3.4249 0.000
H -6.4710 1.3664 2.5002 0.000
H -6.8590 2.8620 3.3669 0.000
H -4.3154 4.4548 2.5929 0.000
H -5.9651 5.0793 2.5416 0.000
H -4.9425 5.1492 1.0971 0.000
H -7.4627 2.4403 0.4177 0.000
H -6.8288 3.9869 -0.1692 0.000
H -7.7442 3.9181 1.3365 0.000
H 2.1982 2.3320 4.7960 0.005
H 3.3362 -0.8456 3.3555 0.000
H 3.5795 0.2753 4.6982 0.000
H 4.9219 -0.1036 3.6092 0.000
H 3.5875 -0.0019 0.9439 0.000
H 5.0357 0.9284 1.3343 0.000
H 3.6258 1.7271 0.6263 0.000
H 4.0528 2.7447 4.2523 0.000
H 3.9255 3.3669 2.6045 0.000
H 5.2889 2.3422 3.0720 0.000
C -0.4647 -1.8135 2.7836 -0.034
Si -0.4813 -2.1576 0.9424 -0.233
C -2.1200 -3.0083 0.4617 -0.038
C -2.3139 -4.2891 1.2880 -0.013
C -3.2911 -2.0684 0.7770 -0.003
C -2.1454 -3.3442 -1.0325 -0.002
C 1.1201 -3.0770 0.4101 -0.037
C 0.9740 -4.6033 0.4263 -0.010
C 2.2384 -2.7006 1.3892 -0.002
C 1.5272 -2.6275 -1.0005 0.003
H -0.3821 -2.7492 3.3450 -0.008
H -1.3816 -1.3097 3.0937 0.000
H 0.3778 -1.1799 3.0645 0.000
H -2.2807 -4.0882 2.3613 -0.001
H -1.5731 -5.0548 1.0602 0.000
H -3.3008 -4.7095 1.0664 -0.003
H -3.3131 -1.7780 1.8301 0.000
H -4.2343 -2.5817 0.5591 0.000
H -3.2635 -1.1636 0.1733 -0.001
H -1.3806 -4.0732 -1.3062 0.000
H -1.9966 -2.4491 -1.6390 -0.001
H -3.1174 -3.7699 -1.3044 0.000
H 0.6897 -4.9733 1.4141 0.000
H 1.9392 -5.0563 0.1739 -0.003
H 0.2441 -4.9660 -0.2976 0.000
H 2.0507 -3.1038 2.3867 0.000
H 2.3462 -1.6196 1.4706 0.000
H 3.1918 -3.1112 1.0383 -0.001
H 0.7323 -2.7905 -1.7327 0.000
H 2.4054 -3.1899 -1.3357 0.001
H 1.8061 -1.5676 -1.0138 0.004
```

Calculated values
E_HOMO (alpha / beta), eV: -7.0 / -7.7
Energy relative to the best compared isomer or geometry (same formula, charge and spin), kJ/mol: 0.0
Gap between HOMO and LUMO (alpha / beta), Ha: 0.2342 / 0.2281
Multiplicity: 5

(3)
Formula: C37H61NO27
Source: the OMol25 dataset
Level of theory: ωB97M-V/def2-TZVPD

Structure (XYZ):
```
126
Properties=species:S:1:pos:R:3:lowdin_charge:R:1
C 8.7420 -18.7570 1.8470 0.010
C 8.0040 -17.9800 2.9380 -0.295
C 6.6170 -17.4590 2.6250 -0.059
O 5.9810 -17.7930 3.8410 0.114
C 6.6670 -18.5710 4.5590 -0.664
O 6.3330 -19.1030 5.6280 0.094
O 7.7780 -18.8710 3.9930 0.116
H 8.0600 -19.5110 1.4310 0.092
H 9.6050 -19.2380 2.2310 0.076
H 9.1390 -18.2380 1.0000 0.057
H 8.6370 -17.1440 3.3730 0.169
H 6.0610 -18.0640 1.9500 0.129
H 6.5520 -16.3810 2.4170 0.144
C 13.3510 -13.0870 -9.2910 -0.001
C 12.9610 -12.5120 -7.9570 -0.287
C 11.9430 -11.3850 -8.1600 -0.041
O 10.8260 -11.9570 -7.4860 0.119
C 11.0890 -13.1250 -6.9840 -0.648
O 10.3500 -13.8450 -6.3240 0.123
O 12.3020 -13.4280 -7.1110 0.120
H 13.8160 -12.3250 -9.9440 0.107
H 12.5020 -13.5420 -9.8100 0.083
H 14.1080 -13.8460 -9.1890 0.080
H 13.7810 -12.0920 -7.4330 0.127
H 11.6800 -11.1670 -9.1890 0.139
H 12.0970 -10.4510 -7.7360 0.099
C 14.9020 -15.5120 -6.1480 0.012
C 15.6570 -14.2890 -5.7140 -0.264
C 14.8120 -13.2360 -4.9590 -0.055
O 15.5350 -13.1270 -3.7320 0.089
C 16.5370 -13.9420 -3.6340 -0.621
O 17.2420 -13.9730 -2.6280 0.112
O 16.6640 -14.5810 -4.7470 0.129
H 14.0150 -15.1400 -6.6800 0.084
H 14.6360 -16.1510 -5.3460 0.086
H 15.5240 -15.9640 -6.8420 0.069
H 16.0990 -13.7530 -6.5280 0.145
H 13.8160 -13.5570 -4.8500 0.094
H 14.6840 -12.2520 -5.3630 0.107
C 6.9830 -20.3020 -3.2510 -0.012
C 7.9420 -19.1960 -2.9880 -0.337
C 8.3220 -19.0270 -1.4800 -0.079
O 9.6280 -19.5920 -1.4360 0.055
C 10.1050 -19.7260 -2.6830 -0.501
O 11.2580 -19.9550 -2.9870 0.134
O 9.1280 -19.4750 -3.6400 0.062
H 6.7680 -20.3770 -4.2980 0.084
H 6.0650 -19.9990 -2.8570 0.068
H 7.2860 -21.2890 -2.8730 0.111
H 7.6200 -18.2350 -3.3440 0.143
H 7.6180 -19.4290 -0.7240 0.135
H 8.4570 -17.9870 -1.2350 0.098
C 8.1870 -14.1120 -3.9280 0.001
C 6.9080 -14.2060 -3.0490 -0.224
C 5.9550 -15.3630 -3.4920 -0.064
O 5.7410 -16.1490 -2.3450 0.133
C 6.4220 -15.6780 -1.4060 -0.681
O 6.4360 -16.2060 -0.2860 0.089
O 7.1120 -14.6410 -1.6910 0.139
H 8.0990 -13.5580 -4.8600 0.084
H 8.8270 -14.9880 -3.9190 0.078
H 8.6560 -13.2500 -3.4120 0.075
H 6.3530 -13.2670 -3.0360 0.152
H 6.2310 -15.8640 -4.3460 0.106
H 4.9880 -15.0090 -3.7810 0.126
C 10.9810 -18.0260 7.2860 -0.014
C 10.9850 -17.0390 6.1200 -0.287
C 12.3120 -16.2530 5.9970 -0.093
O 12.9550 -16.7610 4.8550 0.096
C 12.1060 -17.5260 4.2230 -0.656
O 12.3220 -18.1200 3.1940 0.137
O 11.0220 -17.6390 4.8520 0.128
H 10.1950 -18.7260 7.2660 0.065
H 10.8450 -17.4900 8.2610 0.104
H 11.9580 -18.5600 7.4280 0.106
H 10.2340 -16.2810 6.2660 0.148
H 12.8980 -16.3870 6.9650 0.154
H 12.0970 -15.1760 5.7750 0.146
C 10.9790 -11.4500 -3.5120 -0.017
O 12.0780 -11.2950 -4.3970 0.011
C 12.3010 -10.1340 -4.8670 -0.479
O 11.6180 -8.9420 -4.5480 -0.051
O 13.3350 -10.1400 -5.6890 -0.047
C 14.0150 -8.9770 -6.0520 -0.051
H 11.2820 -10.8440 -2.6430 0.113
H 10.8250 -12.4670 -3.3250 0.047
H 10.1890 -10.9960 -4.0740 0.097
H 14.1540 -8.2540 -5.2290 0.114
H 13.6230 -8.4680 -6.9060 0.087
H 15.0320 -9.2970 -6.2990 0.099
C 11.2880 -18.5060 -5.7300 -0.057
O 11.6880 -17.5790 -6.7020 -0.004
C 10.8990 -17.3230 -7.7260 -0.362
O 9.5760 -17.8360 -7.7860 -0.062
O 11.5150 -16.5120 -8.6470 -0.022
C 10.8260 -16.0510 -9.7540 -0.072
H 10.4250 -18.2060 -5.1760 0.074
H 12.1210 -18.6740 -5.0800 0.090
H 11.0350 -19.4890 -6.1260 0.114
H 9.9750 -15.4930 -9.4610 0.090
H 10.4990 -16.8830 -10.3720 0.104
H 11.4890 -15.4360 -10.3470 0.079
C 12.0890 -18.0380 -0.0590 -0.012
O 12.6640 -17.4790 -1.2600 0.014
C 11.9520 -16.8080 -2.1560 -0.350
O 10.5100 -16.5930 -2.0400 -0.095
O 12.6560 -16.2520 -3.1440 0.010
C 11.9150 -15.6580 -4.1500 -0.088
H 12.9070 -17.9440 0.6310 0.057
H 11.8410 -19.1010 -0.0750 0.105
H 11.2680 -17.5010 0.3710 0.082
H 10.8890 -16.1370 -4.2390 0.098
H 12.4250 -15.7830 -5.0730 0.054
H 11.6170 -14.5840 -3.9610 0.105
C 14.8030 -16.1920 1.6230 -0.112
C 14.0480 -14.9760 1.0380 -0.189
C 14.6370 -14.6330 -0.4500 -0.117
C 13.7210 -13.6290 -1.0750 -0.227
N 13.0210 -12.8600 -1.5160 0.180
H 14.8320 -17.0470 0.9860 0.051
H 14.3280 -16.6100 2.5420 0.061
H 15.8240 -15.8970 1.8920 0.077
H 14.1770 -14.1330 1.7030 0.100
H 13.0190 -15.2850 1.0400 0.086
H 14.6480 -15.4750 -1.1500 0.104
H 15.6240 -14.1440 -0.4300 0.114
```

Calculated values
E_HOMO, eV: -10.0
Energy relative to the best compared isomer or geometry (same formula, charge and spin), kJ/mol: 161.4
Gap between HOMO and LUMO, Ha: 0.3687